DFT (ωB97M-V/def2-TZVPD) results for a molecular structure, C28H45ClN5O7Pd in a non-equilibrium geometry.

```
87
Properties=species:S:1:pos:R:3:forces:R:3
H 2.5359 -2.5383 -0.9364 -0.0771 0.1743 -0.2396
C 0.0681 -2.2898 -1.9573 1.6092 -0.0529 -0.3598
H 1.6670 3.0361 -0.0806 -0.4272 -0.1990 0.1947
O -0.6731 -1.4252 -1.2782 -0.8422 2.3479 0.5795
C 3.5124 0.6874 2.8267 0.0283 0.0941 -0.0834
H -4.5894 -0.9596 2.1608 0.1310 0.0813 -0.1275
O 1.6495 2.7709 4.0484 -0.7198 -0.6208 0.0556
N -2.1368 1.1386 -4.7056 -0.5239 0.1060 -0.5396
H -1.0191 -0.0920 3.8708 0.1895 -0.0686 0.1384
C 3.9593 -1.5917 -2.3116 0.2084 0.0417 -0.0185
H 0.1622 6.5104 -0.5314 -0.0752 -0.1511 0.0521
Pd -0.2546 0.8270 -0.8589 -1.3034 -1.2888 -0.1640
C -3.3807 -2.8327 0.7028 -0.1120 0.1874 -0.0815
H -2.4303 0.0343 -2.9876 0.2945 0.0859 0.0366
C -2.8698 -0.7860 -0.5147 0.5298 1.3892 -0.3343
N 0.6813 4.7524 0.4999 0.0530 0.6936 -0.0576
C -3.5913 -0.6429 1.8226 0.3862 -0.1062 0.1728
O 1.1611 -0.8279 1.3552 -0.4963 1.2771 1.1799
C 0.2227 -4.6019 1.0886 0.1289 -0.0139 -0.4372
H 2.3490 4.3253 1.6876 -0.1437 0.2753 -0.0363
H 0.0388 -4.5162 2.1603 0.1411 -0.1837 -0.1820
C 0.8479 1.9991 3.5379 -0.0341 0.4133 0.1082
H -3.7539 -0.1822 -4.7168 0.0635 0.1841 -0.1948
C -1.7741 0.7661 -3.4753 2.2653 0.7771 1.0444
H 0.7940 -4.7538 -2.7563 0.0260 -0.1351 0.2645
H -1.2962 1.9167 -6.4435 0.1049 0.0481 0.1425
C -3.3361 0.6148 -5.3426 0.1327 0.0904 0.1485
H -0.4785 2.3983 -4.9145 -0.2269 -0.0943 -0.0671
H -0.7299 3.3296 3.3714 0.1807 -0.0218 -0.1163
C 0.7005 3.5659 -0.1233 -1.0949 -0.7442 -0.4920
H 4.4939 0.3176 3.1373 -0.0025 0.0785 -0.1310
H 1.2762 0.0320 -3.7511 -0.0457 -0.0551 -0.1214
H 1.4201 5.7723 2.1732 0.0758 -0.2031 -0.1373
H 0.7921 -6.6871 1.1246 -0.0429 0.1856 -0.1888
H -0.4587 -2.6039 -2.8803 -0.0545 -0.4507 -0.2839
O -2.0729 2.3642 1.5432 0.8496 -0.1408 0.1662
H -2.9521 -1.4595 -1.3850 0.1905 0.2685 0.1812
H -0.5801 -0.6312 6.3116 0.0697 0.1314 0.0517
N -0.1972 0.9852 1.2484 -1.1177 -0.1070 0.3786
H -0.6425 6.2645 1.0292 -0.1546 -0.0428 -0.1477
C 0.6346 -5.8034 0.5028 -0.0489 -0.0005 -0.0253
H -2.0469 3.1270 -5.3883 0.1320 -0.1348 0.0675
C 0.0004 0.1121 5.7557 -0.0267 -0.0053 0.0886
O -2.5302 0.4180 -0.6016 -1.4215 -1.7483 0.0325
C 0.6575 0.1640 1.9018 0.6549 -0.9439 -0.4151
C -0.2968 5.7545 0.1242 -0.0881 0.0277 0.2857
C 2.4495 0.0623 3.7111 -0.3461 -0.2969 0.1949
Cl 2.0032 1.0521 -1.2276 1.7773 0.4150 -0.2341
H 1.0159 0.1329 6.1689 -0.2331 0.0080 -0.0603
C 1.4498 -1.7026 -2.5330 -0.3171 -2.2662 1.2386
C 0.8449 -5.8704 -0.8824 -0.0757 0.0325 0.0630
H -0.2115 -2.5120 0.7410 0.0503 -0.1964 -0.3121
C 0.0555 -3.4678 0.2932 -0.0411 -0.1975 0.0719
H -4.0904 1.4058 -5.4750 0.1447 -0.1762 0.0694
O -0.7321 1.2286 -2.9405 -2.2811 -0.7776 -1.6189
C -0.9869 1.9254 1.8867 0.5650 -0.7278 0.0661
H -3.5777 0.4336 1.6273 0.1455 -0.2558 -0.0570
C 1.4016 -1.0494 -3.8659 0.1613 0.3463 -0.2844
H 2.4862 5.8405 0.7413 -0.1149 -0.0611 0.1483
H -3.0908 0.2093 -6.3347 -0.0501 0.0259 0.2463
H 3.3445 0.4237 1.7774 0.0771 0.0761 0.1204
H -1.1291 5.2670 -0.3881 0.1486 0.0966 0.1521
C -0.0115 -0.2621 4.2802 -0.1658 -0.0199 -0.3821
C 1.8002 5.2002 1.3178 0.1364 -0.2158 -0.3401
H 0.5733 -1.4457 -4.4684 0.0652 0.0888 0.0843
H 0.1944 -1.3364 4.1637 0.0352 0.2645 -0.0673
H -2.8849 -0.8835 2.6319 -0.1092 0.1937 -0.1143
H 4.4401 -1.0187 -1.5122 -0.0042 0.0651 -0.1160
H -2.6709 -3.2558 1.4296 -0.1053 0.1147 -0.2815
N -3.2370 -1.3882 0.6269 -0.4797 -0.1258 0.3055
C 2.5864 -1.9930 -1.8832 -0.6674 0.0677 -0.3675
C 1.0070 0.4907 3.3845 0.5692 0.2058 -0.2569
H 4.5802 -2.4806 -2.4889 -0.0069 0.0633 0.0146
C 0.6409 -4.7410 -1.6748 0.0319 -0.1726 0.4586
H 2.6488 0.3142 4.7620 -0.0200 -0.0256 -0.1896
N -0.3701 2.4431 3.0432 -0.0099 0.4246 0.6777
H -0.4684 1.0888 5.9192 0.1621 -0.0724 0.0054
H 1.1681 -6.8030 -1.3483 -0.0869 0.1515 0.1849
O -0.2954 3.0939 -0.7153 1.4583 1.2845 0.5296
H 2.4957 -1.0324 3.6189 -0.0754 0.2455 -0.0082
C 0.2622 -3.5394 -1.0839 0.3052 0.0900 -0.5039
H 3.9627 -0.9842 -3.2237 0.0294 -0.0687 0.2729
H -3.1824 -3.2646 -0.2837 0.0569 0.0180 0.2614
C -1.4399 2.2099 -5.3972 -0.0744 -0.0411 -0.1525
H -4.3995 -3.0967 1.0248 0.1436 0.0263 -0.0878
H 2.3394 -1.2286 -4.4120 -0.3123 0.1067 0.0057
H 3.4947 1.7745 2.9454 0.1472 -0.1595 -0.1243
```
Positions in Å, forces in eV/Å.

The total charge is -1. The HOMO energy (spin up / spin down) comes out at -0.151 / -0.160 Eh. The calculation puts the total energy at -2482.55596 Ha. As for the expectation value of S²: 2.0050. Its spin multiplicity is 3. For the LUMO energy (spin up / spin down), the calculation gives 2.5 / 2.5 eV.

The molecule's Löwdin atomic charges, reported in e, are given here: number 1, H, carries 0.11; number 2, C, carries -0.43; number 3, H, carries 0.04; number 4, O, carries -0.28; number 5, C, carries -0.08; number 6, H, carries 0.08; number 7, O, carries 0.07; number 8, N, carries -0.18; number 9, H, carries 0.10; number 10, C, carries -0.13; number 11, H, carries 0.09; number 12, Pd, carries 0.88; number 13, C, carries -0.05; number 14, H, carries 0.12; number 15, C, carries -0.33; number 16, N, carries -0.19; number 17, C, carries -0.03; number 18, O, carries 0.01; number 19, C, carries -0.10; number 20, H, carries 0.08; number 21, H, carries 0.09; number 22, C, carries -0.39; number 23, H, carries 0.09; number 24, C, carries -0.24; number 25, H, carries 0.11; number 26, H, carries 0.09; number 27, C, carries -0.05; number 28, H, carries 0.09; number 29, H, carries 0.15; number 30, C, carries -0.35; number 31, H, carries 0.07; number 32, H, carries 0.04; number 33, H, carries 0.09; number 34, H, carries 0.08; number 35, H, carries 0.12; number 36, O, carries 0.04; number 37, H, carries 0.13; number 38, H, carries 0.07; number 39, N, carries 0.05; number 40, H, carries 0.08; number 41, C, carries -0.12; number 42, H, carries 0.09; number 43, C, carries -0.09; number 44, O, carries -0.10; number 45, C, carries -0.45; number 46, C, carries -0.05; number 47, C, carries -0.19; number 48, Cl, carries 0.12; number 49, H, carries 0.07; number 50, C, carries -0.28; number 51, C, carries -0.11; number 52, H, carries 0.09; number 53, C, carries -0.05; number 54, H, carries 0.09; number 55, O, carries -0.12; number 56, C, carries -0.54; number 57, H, carries 0.08; number 58, C, carries -0.09; number 59, H, carries 0.09; number 60, H, carries 0.09; number 61, H, carries 0.07; number 62, H, carries 0.09; number 63, C, carries -0.17; number 64, C, carries -0.05; number 65, H, carries 0.07; number 66, H, carries 0.12; number 67, H, carries 0.08; number 68, H, carries 0.06; number 69, H, carries 0.09; number 70, N, carries -0.17; number 71, C, carries -0.18; number 72, C, carries -0.29; number 73, H, carries 0.06; number 74, C, carries -0.06; number 75, H, carries 0.11; number 76, N, carries 0.18; number 77, H, carries 0.08; number 78, H, carries 0.09; number 79, O, carries -0.11; number 80, H, carries 0.12; number 81, C, carries -0.18; number 82, H, carries 0.06; number 83, H, carries 0.09; number 84, C, carries -0.04; number 85, H, carries 0.08; number 86, H, carries 0.07; number 87, H, carries 0.06